Record 1
The following is a DFT calculation (wB97M-V/def2-TZVPD) of the molecule CH3N5 in a non-equilibrium geometry.

## Properties
Energy above the lowest of the compared OMol25 structures with the same formula, charge and spin ... 3.045 eV
HOMO ... -10.39 eV
Frontier orbital gap ... 10.985 eV
SMILES ... Nn1cnnn1
LUMO ... 0.60 eV

```
! wB97M-V def2-TZVPD RIJCOSX def2/J DEFGRID3
* xyz 0 1
N -1.579 -0.030 0.128
N -0.255 -0.018 -0.225
C 0.702 0.956 -0.173
N 1.931 0.411 0.174
N 1.795 -0.846 -0.014
N 0.596 -1.095 -0.138
H -1.514 -0.574 0.922
H -2.132 -0.719 -0.495
H 0.457 1.916 -0.179
*
```


Record 2
The following is a DFT calculation (wB97M-V/def2-TZVPD) of the molecule CH3N5O in a non-equilibrium geometry.

## Properties
Energy above the lowest of the compared OMol25 structures with the same formula, charge and spin ... 3.995 eV
HOMO ... -10.24 eV
Frontier orbital gap ... 9.900 eV
SMILES ... [H]/N=c1/nnon1N
LUMO ... -0.34 eV

```
! wB97M-V def2-TZVPD RIJCOSX def2/J DEFGRID3
* xyz 0 1
H -2.043 -0.626 -0.275
N -1.304 -1.479 -0.250
C -0.174 -0.957 -0.215
N 1.162 -1.551 0.128
N 2.066 -0.743 0.033
O 1.607 0.591 -0.425
N 0.087 0.438 -0.732
N -0.481 1.163 0.261
H -0.387 1.053 1.388
H -0.532 2.109 0.086
*
```


Record 3
The following is a DFT calculation (wB97M-V/def2-TZVPD) of a structure of composition CH3NNaO.

## Properties
HOMO ... -12.18 eV
Frontier orbital gap ... 6.623 eV
LUMO ... -5.56 eV

```
! wB97M-V def2-TZVPD RIJCOSX def2/J DEFGRID3
* xyz 1 1
O 0.192 0.128 -0.539
C 0.296 -0.467 0.518
N -0.572 -0.358 1.558
H 1.133 -1.174 0.735
H -1.379 0.264 1.469
H -0.427 -0.888 2.421
Na 0.757 2.495 -6.162
*
```


Record 4
The following is a DFT calculation (wB97M-V/def2-TZVPD) of a cluster of 2 separate species, CH3NO2 in total in a non-equilibrium geometry.

## Properties
Energy above the lowest of the compared OMol25 structures with the same formula, charge and spin ... 7.109 eV
HOMO (alpha / beta) ... -8.74 / -10.95 eV
Frontier orbital gap (alpha / beta) ... 6.590 / 10.657 eV
LUMO (alpha / beta) ... -2.15 / -0.29 eV

```
! wB97M-V def2-TZVPD RIJCOSX def2/J DEFGRID3
* xyz 0 1
C 0.128 -0.031 -0.006
N 2.642 -0.312 -2.542
O 2.277 -0.889 -1.541
O 2.053 0.089 -3.513
H -0.789 -0.441 -0.315
H 0.886 -0.133 -0.734
H 0.289 0.362 1.011
*
```


Record 5
The following is a DFT calculation (wB97M-V/def2-TZVPD) of a cluster of 2 separate species, CH3NO2 in total in a non-equilibrium geometry.

## Properties
Energy above the lowest of the compared OMol25 structures with the same formula, charge and spin ... 7.915 eV
HOMO ... -9.59 eV
Frontier orbital gap ... 8.427 eV
LUMO ... -1.16 eV

```
! wB97M-V def2-TZVPD RIJCOSX def2/J DEFGRID3
* xyz 0 1
C 0.128 -0.773 -0.061
N 1.334 -0.298 0.156
O 0.767 -0.446 -1.176
O -1.121 1.257 0.373
H -0.371 -1.700 0.168
H 1.331 0.821 0.383
H -2.068 1.140 0.158
*
```


Record 6
The following is a DFT calculation (wB97M-V/def2-TZVPD) of a structure of composition CH3NO2 in a non-equilibrium geometry.

## Properties
Energy above the lowest of the compared OMol25 structures with the same formula, charge and spin ... 6.881 eV
HOMO ... -9.84 eV
Frontier orbital gap ... 10.387 eV
LUMO ... 0.55 eV

```
! wB97M-V def2-TZVPD RIJCOSX def2/J DEFGRID3
* xyz 0 1
C 0.955 -1.101 -0.908
N -0.113 -1.421 -0.910
O -1.439 1.056 0.308
O -0.364 0.448 1.057
H 0.154 -0.079 0.520
H 2.075 -1.114 -0.944
H -1.269 2.212 0.877
*
```


Record 7
The following is a DFT calculation (wB97M-V/def2-TZVPD) of the molecule CH3NO2 in a non-equilibrium geometry.

## Properties
Energy above the lowest of the compared OMol25 structures with the same formula, charge and spin ... 8.763 eV
HOMO ... -8.09 eV
Frontier orbital gap ... 7.933 eV
LUMO ... -0.16 eV

```
! wB97M-V def2-TZVPD RIJCOSX def2/J DEFGRID3
* xyz 0 1
C -1.114 -0.329 -0.040
N -0.033 0.382 -0.144
O 2.511 -0.482 -0.066
O 1.580 0.449 -0.005
H -0.783 -1.353 0.204
H -2.132 -0.094 0.136
H -0.029 1.427 -0.083
*
```


Record 8
The following is a DFT calculation (wB97M-V/def2-TZVPD) of a structure of composition CH3NO2 in a non-equilibrium geometry.

## Properties
Energy above the lowest of the compared OMol25 structures with the same formula, charge and spin ... 8.286 eV
HOMO ... -9.92 eV
Frontier orbital gap ... 8.433 eV
LUMO ... -1.49 eV

```
! wB97M-V def2-TZVPD RIJCOSX def2/J DEFGRID3
* xyz 0 1
C 0.885 -0.029 0.019
N -0.477 -0.391 0.171
O -2.842 -0.139 -0.079
O -1.303 0.460 -0.128
H 1.037 0.862 -0.600
H 1.306 0.138 1.015
H 1.395 -0.901 -0.398
*
```


Record 9
The following is a DFT calculation (wB97M-V/def2-TZVPD) of a cluster of 2 separate species, CH3NO2P in total in a non-equilibrium geometry.

## Properties
Energy above the lowest of the compared OMol25 structures with the same formula, charge and spin ... 2.699 eV
HOMO ... -2.82 eV
Frontier orbital gap ... 7.349 eV
LUMO ... 4.53 eV

```
! wB97M-V def2-TZVPD RIJCOSX def2/J DEFGRID3
* xyz -1 1
C 0.383 0.651 -0.014
N 1.268 1.488 -0.101
O 0.616 -1.751 -1.091
O -0.917 -1.471 0.870
P 0.556 -1.175 0.233
H -1.455 1.391 0.114
H 1.214 2.449 -0.247
H -1.666 -1.583 0.237
*
```


Record 10
The following is a DFT calculation (wB97M-V/def2-TZVPD) of the molecule CH3NO2S in a non-equilibrium geometry.

## Properties
Energy above the lowest of the compared OMol25 structures with the same formula, charge and spin ... 3.443 eV
HOMO ... -9.40 eV
Frontier orbital gap ... 9.184 eV
SMILES ... CSON=O
LUMO ... -0.22 eV

```
! wB97M-V def2-TZVPD RIJCOSX def2/J DEFGRID3
* xyz 0 1
C -1.293 -0.066 0.330
S -0.034 -1.253 -0.525
O 1.156 -0.175 -0.921
N 2.060 0.112 0.138
O 2.884 0.910 -0.190
H -2.221 -0.597 0.564
H -1.750 0.634 -0.429
H -0.802 0.434 1.033
*
```